Entry 1:
C35H30F6N2O3 | ωB97M-V/def2-TZVPD

Properties
**E**: -62209.830 eV
**HOMO energy**: -7.63 eV
**Largest force on an atom**: 0.0479 hartree/bohr
**LUMO level**: 0.52 eV
**M**: 640.62 g/mol
**Relative energy (zero: lowest compared OMol25 entry of this formula, charge and spin)**: 0.0 kJ/mol

Positions of all 76 atoms, in Å:
C1 1.434 1.133 -3.807
C2 1.420 0.007 -2.757
C3 1.325 0.499 -1.359
C4 1.596 -0.468 -0.181
C5 2.478 -1.565 -0.217
C6 2.818 -2.264 0.937
C7 2.277 -1.892 2.188
N1 2.439 -2.712 3.284
C8 2.054 -2.274 4.635
C9 3.267 -1.703 5.317
F1 3.051 -1.283 6.593
F2 3.759 -0.642 4.592
F3 4.276 -2.643 5.354
C10 2.568 -4.115 3.124
C11 1.437 -4.943 3.254
C12 1.564 -6.310 3.014
C13 2.823 -6.867 2.743
C14 3.963 -6.052 2.751
C15 3.845 -4.676 2.942
C16 1.540 -0.690 2.256
C17 1.168 -0.044 1.088
C18 0.112 1.413 -1.139
C19 0.312 2.775 -1.385
C20 -0.709 3.687 -1.193
C21 -1.986 3.227 -0.805
N2 -3.076 4.060 -0.893
C22 -2.907 5.478 -1.224
C23 -2.741 6.228 0.065
F4 -2.567 7.566 -0.080
F5 -3.853 6.028 0.857
F6 -1.674 5.734 0.782
C24 -4.397 3.571 -0.916
C25 -4.956 3.031 0.256
C26 -6.289 2.620 0.257
C27 -7.058 2.716 -0.909
C28 -6.504 3.277 -2.070
C29 -5.185 3.733 -2.071
C30 -2.148 1.868 -0.443
C31 -1.131 0.959 -0.690
C32 0.169 -0.896 -3.098
O1 -0.959 -0.440 -3.174
C33 0.416 -2.367 -3.302
C34 1.767 -2.665 -3.900
O2 2.852 -1.983 -3.174
C35 2.793 -0.642 -2.954
O3 3.801 0.036 -2.859
H1 2.302 1.792 -3.701
H2 1.523 0.623 -4.785
H3 0.500 1.718 -3.785
H4 2.175 1.195 -1.273
H5 2.958 -1.923 -1.119
H6 3.503 -3.110 0.869
H7 1.755 -3.161 5.203
H8 1.273 -1.509 4.613
H9 0.474 -4.479 3.504
H10 0.671 -6.937 3.028
H11 2.912 -7.940 2.548
H12 4.951 -6.482 2.587
H13 4.715 -4.014 2.961
H14 1.202 -0.281 3.204
H15 0.531 0.833 1.183
H16 1.298 3.124 -1.696
H17 -0.503 4.735 -1.384
H18 -2.035 5.650 -1.861
H19 -3.829 5.829 -1.698
H20 -4.332 2.960 1.152
H21 -6.719 2.213 1.173
H22 -8.093 2.364 -0.914
H23 -7.092 3.356 -2.985
H24 -4.729 4.194 -2.955
H25 -3.078 1.516 0.002
H26 -1.298 -0.102 -0.481
H27 0.276 -2.865 -2.326
H28 -0.346 -2.750 -3.993
H29 2.025 -3.728 -3.814
H30 1.823 -2.331 -4.948

What are the Löwdin partial charges on each atom? They are as follows, in elementary charge units: 0.002, -0.296, -0.172, -0.124, -0.009, 0.011, -0.205, -0.048, -0.032, -0.528, 0.125, 0.115, 0.106, -0.246, -0.014, -0.082, -0.086, -0.076, -0.023, -0.006, -0.026, -0.213, -0.031, -0.012, -0.192, -0.042, -0.034, -0.528, 0.128, 0.111, 0.114, -0.237, -0.031, -0.074, -0.088, -0.079, -0.015, 0.012, -0.043, -0.287, 0.113, -0.076, -0.108, -0.016, -0.443, 0.139, 0.100, 0.107, 0.098, 0.157, 0.098, 0.109, 0.144, 0.125, 0.124, 0.103, 0.103, 0.105, 0.126, 0.099, 0.115, 0.125, 0.098, 0.129, 0.139, 0.127, 0.105, 0.102, 0.104, 0.122, 0.100, 0.131, 0.145, 0.135, 0.134, 0.137

=====

Entry 2:
C7H9Br2NPdTe | ωB97M-V/def2-TZVPD

Properties
**E**: -159753.803 eV
**HOMO energy**: 0.71 eV
**Largest force on an atom**: 0.0719 hartree/bohr
**Charge**: -2
**LUMO level**: 5.23 eV
**M**: 500.98 g/mol

Positions of all 21 atoms, in Å:
Pd1 1.268 2.241 0.951
Br1 -0.360 4.025 -0.983
C1 1.004 4.082 0.354
Br2 2.781 1.795 -0.822
H1 0.631 4.656 1.171
H2 1.960 4.546 0.020
N1 -0.989 0.537 -0.439
C2 -0.635 -0.766 -0.325
C3 -1.515 -1.623 0.319
C4 -1.229 -2.973 0.477
C5 -0.085 -3.501 -0.075
C6 0.849 -2.690 -0.645
C7 0.548 -1.353 -0.843
H3 -1.605 0.878 0.271
H4 -0.478 1.184 -0.897
H5 -2.507 -1.319 0.647
H6 -1.941 -3.623 1.021
H7 0.097 -4.574 -0.048
H8 1.748 -3.156 -1.058
H9 1.321 -0.761 -1.358
Te1 -0.863 2.396 2.264

What are the Löwdin partial charges on each atom? They are as follows, in elementary charge units: -0.117, 0.383, -0.988, -0.252, -0.112, -0.031, 0.066, -0.339, -0.062, -0.134, -0.190, -0.141, -0.047, -0.084, -0.044, 0.103, 0.093, 0.076, 0.094, 0.053, -0.327

=====

Entry 3:
C5H9O5 | ωB97M-V/def2-TZVPD

Properties
**E**: -15554.666 eV
**HOMO energy (spin up / spin down)**: -7.76 / -7.61 eV
**2S+1**: 2
**Largest force on an atom**: 0.0998 hartree/bohr
**LUMO level (spin up / spin down)**: -1.35 / -1.49 eV
**M**: 149.12 g/mol
**Relative energy (zero: lowest compared OMol25 entry of this formula, charge and spin)**: 865.0 kJ/mol

Positions of all 19 atoms, in Å:
H1 -0.047 -0.684 -2.082
C1 0.163 -0.742 -1.017
C2 -0.843 -0.391 -0.110
C3 -1.553 0.909 0.264
O1 -1.161 2.628 -0.306
O2 -2.081 3.676 -0.491
C4 -1.371 -1.516 0.709
C5 1.526 -0.180 -0.676
O3 2.560 -1.095 -0.366
O4 1.312 0.564 0.510
O5 2.572 1.361 0.705
H2 -2.637 0.811 0.070
H3 -1.213 1.027 1.310
H4 -1.844 -1.159 1.601
H5 -2.140 -2.075 0.197
H6 -0.645 -2.247 1.043
H7 1.878 0.410 -1.520
H8 2.468 -1.897 -0.907
H9 3.057 0.599 1.067

What are the Löwdin partial charges on each atom? They are as follows, in elementary charge units: 0.109, -0.042, -0.226, 0.090, -0.178, -0.061, -0.039, -0.434, -0.010, -0.102, 0.020, 0.127, 0.124, 0.075, 0.103, 0.101, 0.149, 0.105, 0.089

=====

Among the records above, which one has the highest M?
C35H30F6N2O3

=====

Which formula does entry 1 have?
C35H30F6N2O3

=====

Which of these has the highest M?
C35H30F6N2O3

=====

What did the second record say?
C7H9Br2NPdTe | ωB97M-V/def2-TZVPD

Properties
**E**: -159753.803 eV
**HOMO energy**: 0.71 eV
**Largest force on an atom**: 0.0719 hartree/bohr
**Charge**: -2
**LUMO level**: 5.23 eV
**M**: 500.98 g/mol

Positions of all 21 atoms, in Å:
Pd1 1.268 2.241 0.951
Br1 -0.360 4.025 -0.983
C1 1.004 4.082 0.354
Br2 2.781 1.795 -0.822
H1 0.631 4.656 1.171
H2 1.960 4.546 0.020
N1 -0.989 0.537 -0.439
C2 -0.635 -0.766 -0.325
C3 -1.515 -1.623 0.319
C4 -1.229 -2.973 0.477
C5 -0.085 -3.501 -0.075
C6 0.849 -2.690 -0.645
C7 0.548 -1.353 -0.843
H3 -1.605 0.878 0.271
H4 -0.478 1.184 -0.897
H5 -2.507 -1.319 0.647
H6 -1.941 -3.623 1.021
H7 0.097 -4.574 -0.048
H8 1.748 -3.156 -1.058
H9 1.321 -0.761 -1.358
Te1 -0.863 2.396 2.264

What are the Löwdin partial charges on each atom? They are as follows, in elementary charge units: -0.117, 0.383, -0.988, -0.252, -0.112, -0.031, 0.066, -0.339, -0.062, -0.134, -0.190, -0.141, -0.047, -0.084, -0.044, 0.103, 0.093, 0.076, 0.094, 0.053, -0.327